Record 1
{
  "formula": "C7H15N2O",
  "method": "wB97M-V/def2-TZVPD",
  "symbols": ["H", "H", "H", "H", "C", "H", "C", "H", "C", "C", "O", "H", "H", "H", "C", "H", "N", "C", "H", "H", "H", "H", "H", "C", "N"],
  "positions_angstrom": [[1.351, -1.987, -0.871], [-2.230, 1.074, 1.202], [0.547, -0.257, -1.332], [-3.578, -1.513, 0.754], [-1.555, 0.638, 0.517], [0.736, 2.702, 0.576], [1.627, 1.714, -1.368], [1.935, 1.232, -2.287], [1.350, -2.297, 0.214], [1.752, 0.068, 0.615], [0.105, 2.128, 1.079], [-4.074, 0.058, 0.465], [1.969, -3.255, 0.467], [-4.139, -0.775, -0.952], [0.944, 0.571, -0.546], [0.493, -2.468, 0.800], [-2.225, -0.300, -0.099], [-3.589, -0.730, 0.049], [2.786, -1.221, 1.538], [-1.568, -0.671, -0.769], [2.172, 0.735, 1.304], [2.377, 2.274, -0.707], [0.977, 2.410, -1.809], [-0.237, 1.053, 0.324], [2.074, -1.183, 0.837]],
  "molar_mass_g_mol": 143.2,
  "e_homo_ev": [-10.659, -10.658],
  "e_tot_ha": -460.10014,
  "e_lumo_ev": [-3.9598, -3.9610],
  "total_charge": 1,
  "gap_ev": [6.70, 6.70],
  "de_lowest_kj_mol": 453.7,
  "smiles": "CN/C=C(/O)[C@@H](C)/C=[NH+]\\C"
}

Record 2
{
  "formula": "C44H44CoIN4OP",
  "method": "wB97M-V/def2-TZVPD",
  "symbols": ["C", "H", "H", "H", "C", "H", "H", "H", "P", "C", "H", "C", "C", "C", "H", "H", "C", "C", "C", "C", "N", "C", "H", "C", "H", "I", "N", "C", "C", "H", "C", "C", "C", "C", "C", "H", "C", "C", "C", "C", "C", "C", "H", "C", "H", "C", "C", "H", "H", "C", "H", "H", "N", "H", "H", "C", "H", "C", "N", "C", "H", "H", "H", "H", "C", "H", "H", "H", "O", "H", "H", "C", "H", "H", "H", "H", "C", "H", "H", "H", "H", "C", "H", "C", "C", "H", "C", "H", "Co", "C", "C", "C", "C", "H", "H", "C"],
  "positions_angstrom": [[-2.719, 0.421, -3.736], [-4.598, 2.260, -3.952], [1.909, -4.476, 2.958], [2.798, 3.284, 0.691], [3.019, 0.038, 1.678], [-1.251, -4.547, -0.256], [-1.806, -3.978, 1.322], [2.394, -0.835, 1.802], [0.662, 1.138, 0.862], [0.042, 0.615, 2.484], [-0.364, 3.249, -4.184], [2.446, 1.216, 1.187], [-3.484, -1.969, -0.251], [0.096, 1.176, 4.842], [-3.705, 2.119, 1.762], [5.183, 3.185, 1.223], [-2.128, -1.380, -0.591], [4.301, -4.895, -0.346], [1.932, -3.456, -0.131], [-0.856, -0.464, 2.744], [-2.068, -0.001, -0.926], [3.592, -4.565, -1.496], [1.197, 2.201, 3.323], [3.785, -4.582, 0.911], [0.899, -2.772, -2.491], [3.288, -0.617, -1.664], [0.740, 0.861, -2.104], [-3.922, 1.422, -0.232], [-3.704, 1.173, 1.226], [-3.899, -1.520, 0.646], [-0.811, 5.436, 0.116], [2.505, 1.606, -3.550], [-5.145, 2.652, -1.927], [-0.313, -2.756, 0.354], [2.101, -3.548, 2.421], [1.043, -4.480, -2.910], [-0.813, 0.152, 5.117], [-4.898, 2.327, -0.603], [2.006, 0.796, -2.543], [0.071, 2.836, 0.592], [0.507, 1.395, 3.536], [1.653, 2.493, -4.182], [2.849, -3.008, 2.999], [1.606, -3.586, -2.638], [-1.150, -0.014, 6.128], [-4.385, 2.049, -2.913], [2.409, -3.859, -1.414], [-2.765, 0.662, 1.413], [-1.806, -0.088, -3.435], [-1.270, -0.645, 4.100], [3.547, 1.535, -3.824], [0.471, 1.800, 5.637], [-1.024, -1.499, 0.449], [3.967, -4.863, -2.463], [1.184, -2.964, 2.410], [0.619, 3.592, -0.449], [4.309, -4.916, 1.795], [-3.112, 0.822, -1.241], [0.874, -2.603, -0.060], [-3.381, 1.151, -2.605], [-1.156, 6.440, -0.071], [-5.910, 3.366, -2.186], [1.401, 3.180, -1.070], [0.623, 5.460, -1.477], [-1.354, 4.692, 1.153], [-5.468, 2.820, 0.171], [-4.173, -1.772, -1.072], [-2.093, -2.084, 2.193], [-1.503, -2.067, -1.680], [-0.206, -4.722, 1.138], [5.247, -5.407, -0.424], [3.232, 2.352, 1.022], [-2.108, 5.126, 1.790], [-4.524, 0.584, 1.636], [-1.044, 1.883, -2.249], [2.263, -3.362, -3.472], [4.579, 2.298, 1.334], [-3.414, -0.312, -4.149], [-2.492, 1.120, -4.539], [-1.959, -1.445, 4.320], [6.198, 1.096, 2.048], [0.340, 2.570, -3.735], [-1.344, 2.832, 2.208], [-0.925, 3.398, 1.390], [4.360, -0.003, 1.996], [4.795, -0.907, 2.390], [0.180, 4.882, -0.680], [2.010, 3.113, -4.990], [-0.019, -0.273, -0.768], [-0.940, -4.064, 0.673], [-1.389, -1.351, 1.815], [2.620, -3.853, 1.052], [5.147, 1.126, 1.812], [-2.143, -2.229, -2.388], [-3.404, -3.046, -0.122], [-0.056, 1.778, -2.676]],
  "molar_mass_g_mol": 861.7,
  "e_homo_ev": -15.324,
  "e_tot_ha": -4018.12968,
  "e_lumo_ev": -11.5324,
  "total_charge": 3,
  "gap_ev": 3.79
}

Record 3
{
  "formula": "C2HN5O",
  "method": "wB97M-V/def2-TZVPD",
  "symbols": ["C", "O", "C", "N", "N", "N", "N", "N", "H"],
  "positions_angstrom": [[0.189, 0.762, 0.699], [0.087, 0.515, 1.941], [1.229, -0.071, -1.122], [-0.595, -1.447, -0.411], [1.052, 0.880, -0.284], [-1.421, -0.274, -0.174], [-1.123, 0.829, 0.257], [0.511, -1.174, -0.937], [1.822, 0.034, -2.146]],
  "molar_mass_g_mol": 111.1,
  "e_homo_ev": -9.607,
  "e_tot_ha": -425.62153,
  "e_lumo_ev": -2.0244,
  "total_charge": 0,
  "gap_ev": 7.58,
  "de_lowest_kj_mol": 410.7,
  "smiles": "O=c1ncnnnn1"
}

Table of strongest force on any atom (eV/Å), in record order: 4.13, 3.44, 7.30